Below is C47H58CuN6O3SiTe as an isolated structure in a non-equilibrium geometry, with properties calculated with ωB97M-V/def2-TZVPD.

Results
Total charge = -1
HOMO = -4.4 eV
Frontier orbital gap = 6.7139 eV

The geometry in XYZ format:
```
117
Properties=species:S:1:pos:R:3:forces:R:3
Cu 0.4624 -0.2532 1.1662 -0.04 -0.63 0.09
C -1.0914 -1.3909 3.9445 0.01 0.03 -0.11
C -0.6703 0.0455 3.9189 -0.23 -0.08 0.38
C -0.9111 0.8959 4.9824 -0.08 0.03 0.07
C -0.4065 2.1995 4.9140 -0.02 -0.14 0.05
C 0.3883 2.5647 3.8664 -0.06 0.10 0.07
C 0.6582 1.6289 2.8309 0.39 0.71 0.37
N 0.0048 0.4412 2.8460 -0.47 0.23 0.67
N 1.5107 1.7884 1.8442 0.37 0.45 -0.32
Si 2.9346 2.7063 1.8949 0.83 0.23 0.16
C 2.8426 4.6233 2.0772 -0.22 -0.63 -0.07
C 4.0414 2.1329 3.3681 -0.48 0.15 -0.46
C 3.8941 2.3440 0.2833 -0.30 0.19 0.47
H -2.1316 -1.5056 4.2397 -0.08 -0.03 0.03
H -0.4633 -1.9355 4.6508 0.03 -0.05 0.05
H -0.9270 -1.8143 2.9536 -0.07 -0.12 0.02
H -1.4906 0.5676 5.8321 -0.04 -0.10 0.04
H -0.6306 2.9080 5.7017 0.02 0.04 0.07
H 0.8258 3.5463 3.7927 0.01 0.17 0.04
H 2.5284 4.9167 3.0755 -0.07 0.01 0.20
H 2.1282 5.0450 1.3763 -0.18 0.08 -0.19
H 3.8008 5.1001 1.8907 0.28 -0.04 -0.06
H 3.6979 2.5473 4.3126 -0.11 0.12 0.15
H 5.0856 2.4088 3.2439 0.18 0.15 -0.09
H 3.9958 1.0516 3.4627 -0.01 -0.21 -0.01
H 4.1784 3.2523 -0.2407 0.09 0.21 -0.06
H 3.2741 1.7521 -0.3768 -0.16 -0.14 -0.14
H 4.8042 1.7819 0.4758 0.20 -0.11 0.06
N 3.1738 -0.9686 1.7567 0.46 -0.02 0.00
C 4.3689 -1.3966 2.1877 0.23 -0.13 0.10
C 4.1266 -2.4003 3.1010 0.13 0.08 -0.07
C 2.7301 -2.4992 3.1435 0.19 0.03 -0.02
N 2.1772 -1.6275 2.3226 -0.72 -0.10 0.11
H 2.9422 -0.2229 1.1058 0.06 -0.04 -0.09
H 5.2855 -0.9740 1.8296 0.17 0.13 -0.08
H 4.8389 -2.9757 3.6568 0.19 -0.06 0.05
H 2.1262 -3.1605 3.7349 -0.19 -0.09 0.05
C 5.6792 4.0983 -4.2605 -0.04 -0.08 -0.04
C 5.4827 2.6091 -4.1937 0.16 -0.10 -0.01
C 6.5245 1.7664 -4.5629 -0.01 0.04 -0.01
C 6.3877 0.3946 -4.4504 0.06 -0.02 -0.03
C 5.2284 -0.1520 -3.9401 -0.01 -0.05 0.06
C 4.1601 0.6711 -3.5838 0.49 0.17 -0.26
N 2.9931 0.1582 -3.0368 -0.33 0.47 0.34
C 2.4848 -1.0964 -3.2464 -0.28 -0.43 -0.11
C 2.6836 -1.7457 -4.4720 0.09 0.04 -0.09
C 2.1781 -3.0049 -4.7054 0.03 -0.04 0.09
C 1.4580 -3.6550 -3.7129 -0.13 -0.23 -0.05
C 1.1985 -3.0058 -2.5237 0.11 0.02 -0.10
C 1.6786 -1.7255 -2.2765 0.11 -0.06 -0.15
C 1.3207 -1.0767 -0.9897 0.32 -0.39 -0.18
O 0.4887 -1.6484 -0.2317 0.40 -0.62 -0.45
O 1.8589 -0.0032 -0.6366 0.33 0.47 -0.40
C 4.2815 2.0622 -3.7476 -0.21 -0.20 0.04
C 3.0837 2.9112 -3.4489 0.10 0.02 -0.03
H 6.7153 4.3287 -4.4984 0.05 0.05 -0.01
H 5.4349 4.5556 -3.3028 -0.02 0.12 0.03
H 5.0490 4.5564 -5.0230 -0.07 0.07 -0.02
H 7.4477 2.1881 -4.9370 0.07 0.05 0.00
H 7.2028 -0.2532 -4.7404 0.08 -0.07 0.01
H 5.1534 -1.2188 -3.7921 -0.04 -0.07 -0.01
H 2.6160 0.5999 -2.1956 0.18 -0.12 -0.11
H 3.2356 -1.2327 -5.2456 0.03 0.02 -0.05
H 2.3475 -3.4872 -5.6612 0.01 0.03 0.01
H 1.0859 -4.6549 -3.8745 -0.07 -0.12 -0.03
H 0.6204 -3.4883 -1.7507 -0.05 0.03 0.07
H 2.1834 2.3693 -3.7337 -0.08 0.06 0.04
H 3.1190 3.8490 -3.9978 -0.04 0.09 0.04
H 3.0162 3.1312 -2.3836 -0.11 0.10 0.10
C -0.3352 2.4418 -1.8779 -0.13 -0.08 -0.01
C -1.0544 1.1774 -1.5010 -0.10 -0.12 -0.41
O -0.8929 0.1123 -2.1589 0.41 -0.04 -0.51
N -1.8170 1.2074 -0.4309 -0.05 0.35 0.68
Te -2.0300 -0.7250 -0.0796 -1.98 0.34 -0.15
C -3.7981 -1.2596 -1.2917 0.28 -0.18 -0.02
C -5.1104 -0.8369 -1.0987 0.14 0.25 0.12
C -5.4292 0.3509 -0.2445 -0.08 0.02 0.06
C -6.1586 -1.5295 -1.7036 0.08 -0.10 0.00
C -5.9297 -2.6368 -2.5017 0.02 0.01 0.01
C -7.0525 -3.4384 -3.0979 0.08 0.08 0.02
C -4.6125 -3.0064 -2.7439 -0.07 0.07 0.08
C -3.5531 -2.3353 -2.1544 0.00 -0.01 -0.10
C -2.1525 -2.7827 -2.4213 0.04 -0.07 -0.07
C -3.2922 -0.5740 1.6608 0.11 -0.15 0.18
C -3.8103 -1.8086 2.0529 -0.05 -0.08 -0.01
C -3.4606 -3.0645 1.3168 -0.16 -0.14 0.09
C -4.6274 -1.9030 3.1703 -0.06 0.10 0.06
C -4.8963 -0.7978 3.9591 0.01 -0.10 0.01
C -5.7543 -0.9230 5.1854 0.01 0.05 -0.09
C -4.3272 0.4133 3.5984 -0.06 -0.16 -0.05
C -3.5401 0.5455 2.4608 0.08 0.19 -0.11
C -2.9677 1.8861 2.1427 -0.09 0.26 0.08
H -0.1064 2.4540 -2.9401 0.00 0.02 -0.04
H 0.5878 2.4424 -1.2998 0.16 0.03 0.02
H -0.9163 3.3115 -1.5838 -0.01 0.07 -0.02
H -4.5537 0.9904 -0.1641 -0.09 0.16 0.07
H -5.7218 0.0263 0.7550 0.00 0.10 0.08
H -6.2576 0.9188 -0.6677 -0.01 0.05 -0.06
H -7.1733 -1.1986 -1.5137 -0.07 0.02 -0.03
H -8.0205 -3.0392 -2.8007 -0.06 -0.02 -0.02
H -6.9847 -4.4761 -2.7682 -0.08 -0.03 -0.02
H -6.9877 -3.4325 -4.1864 -0.08 -0.02 -0.04
H -4.4069 -3.8555 -3.3831 0.04 -0.07 -0.10
H -2.1088 -3.4606 -3.2725 0.02 -0.07 0.02
H -1.7523 -3.2885 -1.5400 0.15 -0.11 -0.05
H -1.5231 -1.9184 -2.6270 0.15 -0.09 -0.05
H -2.3769 -3.1266 1.2130 0.08 -0.27 -0.08
H -3.9122 -3.0738 0.3261 0.03 -0.16 -0.07
H -3.8112 -3.9372 1.8647 0.04 -0.07 0.00
H -5.0431 -2.8637 3.4442 0.00 -0.14 0.03
H -5.9723 -1.9687 5.3957 -0.03 -0.02 0.06
H -6.6992 -0.3978 5.0443 -0.07 0.03 0.07
H -5.2532 -0.4896 6.0503 -0.03 0.02 0.08
H -4.4898 1.2799 4.2255 0.00 0.13 0.02
H -3.4021 2.6521 2.7838 0.00 0.01 0.08
H -3.1234 2.1438 1.0999 0.01 0.09 0.05
H -1.8900 1.8706 2.2928 0.02 0.13 -0.05
```
Forces are in eV/Å.

Below is an isolated ion of composition C4H6N3S and charge +1 in a non-equilibrium geometry, with properties calculated with ωB97M-V/def2-TZVPD.

Results
SMILES = C/N=C/N=C\C=[N+]=S
Relative energy (zero: lowest compared OMol25 entry of this formula, charge and spin) = 134.7 kcal/mol
Total charge = +1
HOMO (alpha / beta) = -14.3 / -14.3 eV
Frontier orbital gap (alpha / beta) = 7.0303 / 7.0310 eV

The geometry in XYZ format:
```
14
Properties=species:S:1:pos:R:3:forces:R:3
C 1.4788 0.9046 0.9368 -1.39 0.47 0.14
N 0.4901 0.1117 0.2807 -1.66 -1.55 -1.86
C -0.3070 0.5907 -0.6156 4.96 4.78 1.86
N -1.4230 0.1446 -1.1272 -0.50 0.80 -1.50
C -2.0073 -0.9162 -0.9473 -1.16 -1.92 1.20
C -1.6978 -2.1233 -0.0935 -1.25 -1.30 -0.67
N -0.6730 -2.4837 0.4944 1.79 0.46 0.59
S 0.6917 -2.5011 1.1021 -0.37 0.56 -0.32
H 0.9410 1.7677 1.2930 0.06 0.46 0.70
H 2.2808 1.2981 0.3710 0.98 -0.10 -0.96
H 1.7653 0.2571 1.7183 1.05 0.07 1.20
H -0.0574 1.7263 -0.9268 -0.67 -2.39 0.47
H -2.9754 -0.9172 -1.3702 -1.12 -0.93 -0.50
H -2.3901 -2.9702 -0.0603 -0.73 0.59 -0.35
```
Forces are in eV/Å.

Below is a 4-piece molecular cluster, C26H28N3O12S overall in a non-equilibrium geometry, with properties calculated with ωB97M-V/def2-TZVPD.

Results
Total charge = +1
HOMO = -10.7 eV
Frontier orbital gap = 6.8617 eV

The geometry in XYZ format:
```
70
Properties=species:S:1:pos:R:3:forces:R:3
N 4.7523 -2.1816 0.5593 -1.70 1.38 -1.38
S 4.5430 -2.5367 -1.1739 -0.60 0.76 0.13
N 5.3870 -1.2667 -2.0552 -1.25 0.32 1.67
C 2.6791 -2.2110 -1.4415 -1.28 1.54 -0.51
C 1.7475 -3.5315 -1.1661 0.87 -1.06 -0.99
C 0.1377 -3.2391 -1.0620 -0.40 -0.28 0.82
C -0.2684 -1.8293 -0.3304 -1.66 -0.47 0.49
N -0.1323 -0.5965 -1.2096 0.96 1.37 -0.51
C -0.3334 -0.6405 -2.7083 1.84 5.86 2.11
C -0.0250 0.9018 -3.1709 0.11 -2.67 3.72
C 0.3518 1.7865 -1.8330 -1.02 -5.00 0.23
C 0.2644 0.7459 -0.5602 -0.42 0.50 -6.30
H 3.8051 -2.4471 0.9596 1.36 0.11 -0.27
H 4.7254 -1.1189 0.5814 0.07 -1.34 0.26
H 4.7234 -0.4857 -2.3143 0.75 -1.02 0.50
H 6.0855 -0.8776 -1.3719 -0.56 -0.45 -0.98
H 2.4389 -1.2886 -0.7326 0.44 -1.93 -1.36
H 2.5082 -1.8012 -2.5450 0.57 -0.97 2.24
H 2.1852 -4.1591 -0.2511 -1.19 1.54 -1.73
H 1.8938 -4.2455 -2.1116 -0.18 1.52 2.11
H -0.4153 -3.3646 -2.1114 1.47 0.48 2.33
H -0.3188 -4.1078 -0.3821 1.06 1.92 -1.46
H -1.4296 -1.9128 -0.0693 2.47 0.03 -0.49
H 0.2649 -1.6596 0.7221 -0.87 -0.36 -2.46
H -0.6311 -1.5778 -3.3424 0.61 2.12 1.72
H -0.0693 1.1982 -4.3120 0.08 -0.37 2.82
H 0.6364 2.9318 -1.8122 -0.77 -2.81 0.05
H 0.4716 0.9326 0.5822 -0.81 -0.77 -2.64
C 1.2381 5.1899 2.4340 -0.14 -0.45 -0.34
C 2.2028 5.8430 3.0848 -0.87 1.70 0.94
C 3.6097 5.3550 3.0754 1.14 0.22 0.40
O 4.4779 5.9868 3.6670 -0.94 -0.42 -0.46
C 3.9026 4.1104 2.3475 0.04 0.09 0.06
C 2.9371 3.4556 1.6997 0.93 -1.08 -0.45
C 1.5361 3.9586 1.6863 -0.98 0.34 -0.01
O 0.6740 3.3447 1.0665 0.76 0.04 0.28
O 3.2049 2.2839 1.0158 -1.01 1.05 0.51
O 1.9298 6.9995 3.7920 1.17 -1.69 -0.86
H 0.2117 5.5346 2.4306 0.07 -0.02 -0.01
H 4.9257 3.7573 2.3637 -0.04 0.05 0.01
H 2.3457 2.0042 0.6311 0.32 0.20 0.01
H 2.7901 7.2824 4.1716 -0.35 -0.06 -0.13
C -1.3794 -2.1798 3.9271 -0.10 0.03 -0.04
C -0.1146 -2.5555 3.7275 0.43 1.29 -0.39
C 0.3220 -3.9593 3.9647 0.31 -0.94 0.23
O 1.4867 -4.2791 3.7544 -0.49 0.57 -0.14
C -0.6796 -4.9192 4.4546 0.55 0.15 -0.19
C -1.9435 -4.5424 4.6574 -1.11 -1.70 0.73
C -2.3860 -3.1457 4.3939 -1.03 0.78 0.07
O -3.5586 -2.8339 4.5723 1.06 -0.51 -0.12
O -2.8894 -5.4387 5.1204 0.89 1.92 -0.74
O 0.8376 -1.6526 3.2914 -0.38 -1.46 0.25
H -1.7110 -1.1633 3.7566 0.00 -0.04 0.03
H -0.3448 -5.9317 4.6399 -0.01 0.06 0.00
H -3.7250 -4.9266 5.1837 0.28 -0.24 0.00
H 1.6717 -2.1662 3.2223 -0.40 0.14 0.24
C -6.0903 2.2037 -4.5124 -0.15 -0.22 0.28
C -4.9971 2.5822 -5.1775 -0.63 1.26 -1.33
C -3.6528 2.0478 -4.8242 0.91 -0.18 0.06
O -2.6691 2.3997 -5.4657 -0.73 -0.08 0.25
C -3.5596 1.1069 -3.6970 0.10 0.16 -0.30
C -4.6525 0.7312 -3.0298 0.67 -1.09 1.22
C -5.9997 1.2444 -3.4009 -1.18 0.18 0.04
O -6.9880 0.8664 -2.7807 0.96 0.08 -0.26
O -4.5718 -0.1506 -1.9677 -0.85 1.10 -1.23
O -5.0741 3.4856 -6.2216 0.91 -1.27 1.30
H -7.0739 2.5825 -4.7600 0.06 -0.04 0.02
H -2.5744 0.7400 -3.4394 -0.08 0.05 0.02
H -5.4951 -0.2655 -1.6533 0.33 0.06 -0.14
H -4.1516 3.5958 -6.5397 -0.40 -0.03 0.11
```
Forces are in eV/Å.

Below is C7H6N2O2 as an isolated structure in a non-equilibrium geometry, with properties calculated with ωB97M-V/def2-TZVPD.

Results
Relative energy (zero: lowest compared OMol25 entry of this formula, charge and spin) = 63.9 kcal/mol
HOMO = -10.1 eV
Frontier orbital gap = 9.3040 eV

The geometry in XYZ format:
```
17
Properties=species:S:1:pos:R:3:forces:R:3
C 1.5598 1.2207 -0.0291 2.49 1.98 0.11
C 1.6291 -1.2805 -0.0245 0.19 -0.99 0.63
C 0.2813 1.2530 0.3028 -1.41 -0.07 1.59
C 0.3217 -1.2890 0.2154 -2.05 -0.28 -0.15
C 2.4189 -0.0400 -0.2524 0.25 0.28 -1.15
C -2.5275 -0.0588 -0.1598 0.77 0.85 -2.07
C -0.5175 -0.0016 0.1854 -0.47 -0.89 0.32
N -1.8317 -0.1845 1.0285 1.99 0.06 -0.25
N -1.4321 0.1279 -0.9759 0.64 -0.61 -1.41
O 3.5961 -0.0546 -0.6423 -2.61 0.41 1.13
O -3.6466 -0.0219 -0.5126 -2.77 -0.28 0.42
H 2.1135 2.2161 -0.0397 -0.50 -1.54 0.02
H 2.1291 -2.2475 0.0321 0.30 0.38 -0.31
H -0.3166 2.1130 0.7750 1.28 -0.91 -1.37
H -0.3318 -2.2449 0.3609 1.55 1.78 -0.27
H -2.0889 0.4391 1.7874 0.25 -0.08 -0.08
H -1.3569 0.0534 -2.0513 0.09 -0.07 2.83
```
Forces are in eV/Å.

Total energy values (in Eh) by entry order: -4578.1791 -718.0405 -2472.2915 -530.2693.